Here is the molecule C3H6O2S at a distorted geometry from OMol25. Energies are from ωB97M-V with the def2-TZVPD basis set.

```
12
Properties=species:S:1:pos:R:3:forces:R:3
C -0.575 -0.714 -1.034 -0.2052 7.3998 -0.4519
O -0.901 -0.820 0.264 -0.6418 -2.5117 2.0171
C -0.919 0.244 1.167 -0.2532 -0.2165 2.4003
S 0.756 1.083 1.532 0.1957 -1.7278 -1.8031
C 1.497 0.302 -0.059 0.2435 3.5151 -3.0010
O 0.390 0.465 -0.992 0.6423 -2.7682 -0.8865
H -0.337 -1.627 -1.475 1.0981 -1.5195 -0.4066
H -1.292 -0.105 -1.714 0.2129 -1.5355 1.0433
H -1.728 0.959 0.842 0.9995 -0.3629 0.7271
H -1.046 -0.246 2.269 -0.5890 1.1380 -2.9602
H 1.960 -0.731 -0.181 -0.5998 1.3220 1.0312
H 2.194 1.190 -0.619 -1.1030 -2.7328 2.2902
```
Positions in Å, forces in eV/Å.

Summary:
SMILES string	C1OCSCO1
HOMO-LUMO gap	9.54	eV
HOMO level	-8.68	eV
total energy	-18135.043	eV
molar mass	106.1	g/mol
net charge	0

Here is a cluster of 6 separate species, C17H24Cl2O15 in total from OMol25. Energies are from ωB97M-V with the def2-TZVPD basis set.

```
58
Properties=species:S:1:pos:R:3:forces:R:3
O 4.542 1.737 5.658 0.1898 0.0354 0.0835
C 3.455 1.413 5.316 -0.1004 0.0995 0.0688
O 2.393 2.254 5.237 0.0364 -0.0318 -0.1021
C 1.341 1.596 4.530 -0.1594 0.0969 -0.3381
C 1.695 0.133 4.720 -0.6923 -0.5056 0.4717
O 3.099 0.160 4.961 -0.0696 -0.0164 -0.1715
H 0.380 1.877 4.954 0.0553 -0.0349 0.1587
H 1.345 1.924 3.487 0.1416 -0.0772 -0.0031
H 1.450 -0.549 3.908 0.3117 0.3346 -0.2668
H 1.173 -0.281 5.592 0.2889 0.1520 0.1319
O -8.331 3.884 -1.202 -0.0521 0.0747 0.1460
C -7.406 3.283 -1.632 -0.0383 -0.1988 -0.0474
O -6.217 3.122 -1.002 -0.0148 -0.0370 -0.1352
C -5.267 2.545 -1.905 -0.4917 -0.1011 -0.0591
C -6.138 2.016 -3.046 -0.3408 -0.1236 -0.1586
O -7.407 2.639 -2.823 0.2702 0.1306 -0.1064
H -4.600 3.344 -2.218 0.2630 -0.1810 0.0012
H -4.768 1.718 -1.412 0.2978 0.2438 0.1343
H -6.284 0.935 -3.018 0.0464 0.0028 0.1719
H -5.788 2.268 -4.045 0.0478 0.1874 0.0614
O 2.101 -4.174 -4.589 -0.0689 -0.0154 0.1376
C 2.140 -2.999 -4.460 -0.1840 0.1635 -0.2521
O 2.446 -2.342 -3.316 0.0000 -0.1323 0.0958
C 2.401 -0.938 -3.537 0.1114 0.4184 0.0150
C 2.369 -0.830 -5.060 0.0704 0.3297 0.0477
O 1.865 -2.102 -5.448 0.2552 -0.1524 -0.0298
H 1.520 -0.489 -3.073 -0.1174 -0.2896 0.0170
H 3.279 -0.492 -3.075 0.0538 -0.0113 -0.1124
H 3.360 -0.658 -5.484 0.0142 -0.2421 0.0019
H 1.714 -0.052 -5.444 -0.1366 -0.0683 0.1057
O -0.443 2.940 1.382 0.0127 -0.0852 0.1904
C -0.135 3.260 0.283 0.1152 0.0965 -0.1644
O -0.798 4.147 -0.482 -0.0590 0.0449 0.1123
C -0.049 4.423 -1.660 0.2934 -0.1673 -0.3084
C 0.944 3.254 -1.714 0.1651 0.5337 -0.3795
O 0.953 2.778 -0.375 -0.2335 -0.1913 0.0214
H -0.711 4.455 -2.522 -0.1113 -0.0512 0.0780
H 0.452 5.388 -1.573 -0.0296 -0.0011 0.1726
H 1.950 3.572 -1.982 -0.0122 0.0059 0.0814
H 0.637 2.484 -2.425 -0.1342 -0.1767 0.2740
O 4.122 -5.772 4.257 0.0670 0.0813 0.1068
C 3.159 -5.654 3.578 -0.2974 -0.0688 0.0651
O 2.645 -4.476 3.149 0.2170 0.0374 -0.1395
C 1.647 -4.708 2.164 -0.2943 -0.1963 -0.1955
C 1.408 -6.226 2.212 0.4908 0.2232 0.3109
O 2.392 -6.683 3.152 -0.0200 -0.0285 -0.2229
H 0.762 -4.125 2.404 -0.0053 -0.0047 0.1113
H 2.003 -4.398 1.182 0.1363 0.0859 0.0849
H 1.630 -6.693 1.257 -0.2451 -0.1167 -0.0339
H 0.423 -6.493 2.585 -0.0448 -0.0985 -0.0832
Cl -2.201 0.793 -0.511 0.0150 0.0527 -0.1403
C -0.706 -0.211 -0.424 -0.1268 0.4606 -0.7799
C -0.446 -0.423 1.039 -0.3133 -0.4589 0.4841
Cl 0.985 -1.435 1.407 0.0781 0.2123 -0.4201
H 0.063 0.363 -0.938 0.1566 0.0293 0.3216
H -0.920 -1.071 -1.052 0.1021 -0.3780 0.4827
H -1.281 -0.962 1.482 -0.0750 0.0981 -0.0341
H -0.345 0.532 1.547 0.1649 0.0109 -0.0635
```
Positions in Å, forces in eV/Å.

Summary:
SMILES string	O=C1OCCO1.O=C1OCCO1.O=C1OCCO1.O=C1OCCO1.O=C1OCCO1.ClCCCl
HOMO-LUMO gap	10.43	eV
HOMO level	-10.87	eV
total energy	-73775.635	eV
molar mass	539.3	g/mol
net charge	0

Here is the molecule C5H9NO at a distorted geometry from OMol25. Energies are from ωB97M-V with the def2-TZVPD basis set.

```
16
Properties=species:S:1:pos:R:3:forces:R:3
C 1.675 -0.365 0.231 0.0831 0.0445 0.0158
C 0.238 -0.807 0.429 0.1318 -0.0925 -0.3141
O -0.090 -0.583 1.789 -0.1752 -0.2971 0.2501
C -0.776 -0.058 -0.485 -0.1124 0.0076 0.0443
C -1.127 1.347 0.021 0.0056 0.0795 0.0203
C -0.278 -0.026 -1.868 0.4014 -0.0640 -1.0003
N 0.155 -0.016 -2.942 -0.5259 0.0162 1.1241
H 1.938 -0.329 -0.829 -0.0023 -0.0068 0.1805
H 2.339 -1.072 0.732 -0.0231 0.1036 -0.0024
H 1.832 0.621 0.678 -0.0314 -0.0646 -0.0893
H 0.167 -1.878 0.186 -0.0206 0.1730 0.0533
H -0.720 -1.245 2.098 0.1161 0.1471 -0.1411
H -1.699 -0.649 -0.502 0.0688 0.0535 -0.0038
H -1.910 1.784 -0.608 0.1857 -0.0328 0.1347
H -0.257 2.012 0.018 -0.1240 -0.1350 -0.0634
H -1.486 1.265 1.049 0.0226 0.0677 -0.2086
```
Positions in Å, forces in eV/Å.

Summary:
SMILES string	C[C@@H](O)[C@@H](C)C#N
HOMO-LUMO gap	11.28	eV
HOMO level	-10.74	eV
total energy	-8868.189	eV
molar mass	99.1	g/mol
net charge	0

Number 1 is which compound? C3H6O2S

What is the molar mass in the first record? 106.1 g/mol